[1]
10
Properties=species:S:1:pos:R:3:forces:R:3:mulliken_charge:R:1 method="wB97M-V/def2-TZVPD" total_energy_ha=-247.07153 e_homo_ev="-8.5 / -7.8" charge=0
C -0.847 -0.449 -0.067 2.1400 -1.1830 -0.4248 -0.012
C -2.097 0.233 0.139 -2.0152 0.2325 2.1655 -0.229
C 1.743 -0.467 0.092 -1.6523 -2.7119 -4.1529 -0.333
N -1.445 -0.233 -1.130 0.8519 0.5602 -0.5395 -0.378
O 2.060 0.643 -0.600 -0.2827 -0.7565 0.5623 -0.389
H -3.080 -0.232 0.390 1.0225 0.0551 -0.0662 0.217
H -1.957 1.193 0.641 -0.4112 0.4769 -0.9385 0.154
H 1.784 -1.514 -0.498 -0.0040 3.0117 1.0383 0.257
H 1.945 -0.604 1.091 0.2131 0.4336 2.3714 0.356
H 1.895 1.429 -0.059 0.1378 -0.1186 -0.0156 0.356

[2]
46
Properties=species:S:1:pos:R:3:forces:R:3:lowdin_spin:R:1 method="wB97M-V/def2-TZVPD" total_energy_ha=-6411.98690 e_homo_ev="-14.6 / -14.5" charge=+2 spin_multiplicity=5
Pd 0.307 0.669 -0.911 0.1569 0.3130 -0.7839 1.331
F 1.398 5.699 -2.729 -0.0042 -0.0066 -0.0007 0.005
C 1.020 4.457 -2.988 0.0119 0.0439 0.0202 0.017
C 0.906 3.560 -1.928 0.0321 0.0069 -0.0198 0.092
C 0.521 2.288 -2.260 -0.1231 -0.0732 -0.4115 0.430
C 0.219 1.824 -3.551 0.0173 0.0850 0.0086 0.084
C 0.358 2.797 -4.551 -0.0170 -0.1164 0.1443 0.015
F 0.101 2.483 -5.819 0.0134 0.0452 -0.0230 0.007
C 0.752 4.097 -4.294 0.0007 -0.0384 0.0664 0.021
C -0.214 0.421 -3.787 0.0359 0.0534 0.0910 0.023
C -0.528 -0.130 -5.026 0.0241 0.0498 0.0836 0.010
C -0.917 -1.457 -5.105 -0.0035 -0.0316 0.0399 0.002
C -0.991 -2.231 -3.956 -0.0092 -0.0001 -0.0226 0.008
C -0.670 -1.636 -2.756 0.0274 0.0302 0.0502 0.023
N -0.295 -0.356 -2.684 -0.0355 0.0606 -0.0296 0.184
H 1.128 3.885 -0.921 -0.0067 0.0022 -0.0222 0.011
H 0.844 4.809 -5.101 0.0027 0.0129 -0.0118 0.001
H -0.469 0.472 -5.916 -0.0078 -0.0226 -0.0150 0.001
H -1.161 -1.884 -6.068 -0.0001 -0.0046 -0.0029 0.000
H -1.289 -3.268 -3.985 -0.0029 -0.0070 -0.0069 0.001
H -0.703 -2.182 -1.820 -0.0037 -0.0058 -0.0386 0.003
Se -1.540 0.487 0.678 0.0379 -0.0561 0.0989 1.067
P 0.310 -0.450 1.667 -0.2805 -0.2887 0.7225 0.064
Se 2.104 -0.281 0.435 0.0469 0.0152 0.0145 0.442
C 0.412 0.599 3.113 0.0329 -0.1507 0.0892 0.038
C 1.569 1.329 3.391 0.0762 0.0254 -0.1154 0.011
C 1.636 2.090 4.545 -0.0223 0.0167 0.0307 0.007
C 0.553 2.136 5.414 -0.0106 -0.0268 -0.0343 0.016
C -0.604 1.414 5.139 0.0581 0.0409 0.0094 0.000
C -0.679 0.645 3.995 -0.1114 -0.0922 -0.0168 0.023
C -0.184 -2.149 1.919 0.0017 0.0251 0.1114 0.014
C 0.724 -3.177 1.664 0.1348 0.0323 -0.0402 0.004
C 0.365 -4.489 1.925 -0.0176 -0.0226 0.0083 0.006
C -0.895 -4.780 2.431 0.0054 0.0378 -0.0076 0.004
C -1.806 -3.760 2.679 0.0448 -0.0305 -0.0188 0.002
C -1.456 -2.447 2.427 -0.0928 0.0905 0.0055 0.016
H 2.416 1.311 2.717 -0.0247 -0.0200 0.0123 0.006
H 2.534 2.650 4.764 0.0060 0.0050 0.0019 0.000
H 0.609 2.738 6.310 0.0035 0.0062 0.0133 0.001
H -1.444 1.451 5.818 -0.0121 -0.0054 0.0075 0.000
H -1.581 0.078 3.803 0.0354 0.0229 -0.0096 0.002
H 1.709 -2.964 1.268 -0.0375 -0.0018 0.0157 0.004
H 1.072 -5.284 1.732 0.0041 -0.0076 -0.0006 0.000
H -1.171 -5.806 2.630 0.0004 -0.0161 0.0033 0.000
H -2.788 -3.990 3.068 -0.0113 0.0101 0.0058 0.000
H -2.182 -1.667 2.626 0.0240 -0.0063 -0.0224 0.005

[3]
19
Properties=species:S:1:pos:R:3:forces:R:3:mulliken_charge:R:1 method="wB97M-V/def2-TZVPD" total_energy_ha=-198.83760 e_homo_ev=-10.8 smiles=CCC.CC charge=0
C -0.913 1.231 -0.311 -1.1730 0.5037 2.1049 -1.205
C -0.156 0.765 -1.536 -3.1612 -2.1029 0.6460 0.151
C 0.327 1.962 -2.196 0.6850 1.5418 -3.1858 -1.422
H -1.612 0.508 0.206 0.1861 0.7154 -1.2288 0.326
H -0.358 1.533 0.593 0.9179 -0.2292 -0.6020 0.317
H -1.357 2.229 -0.554 -0.6018 -1.1105 0.0901 0.360
H 0.653 0.146 -1.297 1.4075 -0.8607 0.7118 0.143
H -0.846 -0.012 -2.088 1.1102 1.9741 0.3203 0.239
H 0.601 2.761 -1.542 0.6993 0.1229 0.8907 0.362
H 1.137 1.718 -2.865 0.8545 0.0512 0.0175 0.381
H -0.288 2.530 -2.905 -0.9361 -0.5933 0.2260 0.349
C 0.751 -1.330 1.798 2.3806 2.3405 2.3680 -0.665
C -0.124 -2.519 1.841 -1.3711 -1.9325 -0.3332 -0.782
H 1.244 -1.278 0.839 0.1779 0.1162 -0.2950 0.198
H 0.319 -0.355 2.011 -0.7264 -0.0116 -0.4972 0.196
H 1.627 -1.224 2.599 -1.6445 -1.0803 -1.4578 0.289
H -0.946 -2.678 2.613 1.2486 0.8098 -0.7045 0.280
H 0.572 -3.363 1.961 -0.5552 -0.2081 -0.2087 0.263
H -0.632 -2.624 0.833 0.5018 -0.0465 1.1377 0.219

Going through the records in order, we get relative energy (zero: lowest compared OMol25 entry of this formula, charge and spin) values of 147.9 4.8 32.4 kcal per mole.